Density functional theory data (ωB97M-V with the def2-TZVPD basis set) for a molecular structure, C33H40N4NiP2 in a non-equilibrium geometry.

Last column: Mulliken spin population.
CARTESIAN COORDINATES (ANGSTROEM)
1 Ni -0.16 0.27 2.87  1.504
2 C -1.39 -1.84 -5.78  0.000
3 C -0.21 -1.84 -5.14  0.000
4 C 0.98 -0.92 -5.31  0.000
5 C 0.75 0.42 -6.03  0.000
6 C -0.27 1.29 -5.35  0.000
7 C -1.61 1.27 -5.46  0.000
8 C -2.49 0.39 -6.31  0.000
9 C -1.88 -0.91 -6.86  0.000
10 C -0.92 1.63 4.30  0.385
11 H -2.10 -2.60 -5.46  0.000
12 H -0.07 -2.60 -4.38  0.000
13 H 1.78 -1.47 -5.82  0.000
14 H 1.38 -0.71 -4.30  0.000
15 H 1.71 0.95 -6.04  0.000
16 H 0.49 0.24 -7.08  0.000
17 H 0.14 2.02 -4.64  0.000
18 H -2.16 1.99 -4.86  0.000
19 H -2.89 0.98 -7.15  0.000
20 H -3.37 0.13 -5.70  0.000
21 H -2.66 -1.43 -7.43  0.000
22 H -1.09 -0.68 -7.58  0.000
23 H -1.72 1.18 4.91  -0.031
24 H -1.31 2.55 3.82  -0.038
25 H -0.08 1.92 4.97  -0.013
26 P 0.29 1.94 1.34  -0.047
27 P 0.73 -1.12 1.26  0.062
28 N -1.04 2.88 0.75  0.002
29 N 1.39 3.25 1.73  0.007
30 N -0.42 -1.82 0.16  0.003
31 N 1.77 -2.45 1.67  -0.004
32 C 1.05 1.22 -0.21  0.009
33 C 1.78 -0.09 0.11  0.010
34 C -2.37 2.57 1.03  -0.005
35 C -3.17 3.38 0.25  0.001
36 C -2.30 4.22 -0.54  0.000
37 C -1.00 3.89 -0.23  0.000
38 C 1.26 4.06 2.85  0.002
39 C 2.44 4.75 3.03  0.001
40 C 3.34 4.33 2.01  0.003
41 C 2.69 3.40 1.22  0.003
42 C -1.72 -2.16 0.57  0.009
43 C -2.38 -2.70 -0.51  0.006
44 C -1.48 -2.69 -1.63  -0.001
45 C -0.28 -2.15 -1.19  0.005
46 C 2.24 -3.47 0.85  0.002
47 C 3.19 -4.18 1.56  0.000
48 C 3.32 -3.57 2.85  0.001
49 C 2.43 -2.51 2.90  0.001
50 H 1.70 1.95 -0.72  0.000
51 H 0.18 1.03 -0.87  -0.003
52 H 2.05 -0.64 -0.81  0.004
53 H 2.71 0.09 0.68  -0.003
54 H -2.60 1.79 1.76  0.008
55 H -4.26 3.39 0.25  0.000
56 H -2.61 4.99 -1.25  0.000
57 H -0.05 4.29 -0.57  0.000
58 H 0.32 4.07 3.41  0.000
59 H 2.63 5.49 3.81  0.000
60 H 4.36 4.69 1.85  0.000
61 H 3.02 2.84 0.35  -0.001
62 H -2.02 -1.97 1.60  -0.004
63 H -3.42 -3.06 -0.51  0.000
64 H -1.69 -3.04 -2.64  0.001
65 H 0.65 -1.96 -1.73  0.000
66 H 1.83 -3.62 -0.15  0.000
67 H 3.73 -5.06 1.20  0.000
68 H 3.97 -3.89 3.67  0.000
69 H 2.19 -1.79 3.68  -0.004
70 C -0.54 -2.83 6.44  -0.007
71 C 0.50 -1.90 6.38  0.012
72 C 0.58 -1.01 5.31  -0.068
73 C -0.37 -1.05 4.26  0.216
74 C -1.43 -1.96 4.35  -0.051
75 C -1.51 -2.85 5.43  0.014
76 H -0.60 -3.52 7.27  0.000
77 H 1.24 -1.86 7.17  -0.001
78 H 1.38 -0.28 5.27  -0.001
79 H -2.21 -1.98 3.63  0.009
80 H -2.32 -3.56 5.49  -0.001

Properties
Largest force on an atom   1.91 eV/Å
DFT total energy   -100446.736 eV
<S²>   2.012
Relative energy (zero: lowest compared OMol25 entry of this formula, charge and spin)   0.00 kcal per mole
Spin multiplicity   3
Gap between HOMO and LUMO (alpha / beta)   5.5 / 7.5 eV